1.
A structure of composition C24H29F13FeN2O3, computed with ωB97M-V with the def2-TZVPD basis set.

Atoms and positions in Å:
1 C 1.44275 -2.95761 3.40623
2 C -0.05349 -3.01333 3.24514
3 O -0.46143 -2.04250 2.25874
4 C -1.81385 -2.05716 2.06981
5 O -2.53948 -1.27467 2.64502
6 C -2.33768 -3.07665 1.09273
7 C -3.40385 -2.47643 0.15358
8 C -3.02481 -2.43564 -1.31950
9 C -2.21675 -1.17394 -1.74777
10 C -2.35344 -1.12277 -3.21675
11 N -2.45680 -1.03044 -4.38020
12 C -2.86267 0.11619 -1.22796
13 C -2.29124 1.40931 -1.82312
14 C -2.40507 2.53369 -0.77700
15 C -1.17333 3.44613 -0.82473
16 C -0.85239 4.18713 0.52613
17 O -1.90293 4.16899 1.41842
18 C -1.72207 3.43002 2.60182
19 C -0.71683 -1.31021 -1.25185
20 C -0.46547 -0.29917 -0.23441
21 N -0.42848 0.52789 0.56542
22 C 0.43097 -1.20003 -2.28106
23 C 1.78526 -1.57250 -1.68439
24 C 2.93077 -0.88648 -2.41402
25 F 3.65292 -1.83528 -3.02401
26 F 2.50813 -0.05549 -3.39466
27 C 3.92124 -0.15496 -1.46595
28 F 5.07412 -0.04051 -2.12221
29 F 4.15255 -0.91278 -0.39612
30 C 3.44950 1.28070 -1.11759
31 F 3.73866 2.03405 -2.16926
32 F 2.09886 1.26887 -1.01286
33 C 4.13280 1.93183 0.12866
34 F 5.30926 1.38372 0.39275
35 F 4.35015 3.21088 -0.18443
36 C 3.27649 1.96614 1.42512
37 F 2.16657 2.69028 1.25119
38 F 4.01569 2.60643 2.33347
39 C 2.92709 0.60008 2.06264
40 F 4.01718 -0.04297 2.42904
41 F 2.17054 -0.15084 1.26341
42 F 2.21308 0.86057 3.16399
43 H 1.69659 -2.00080 3.84084
44 H 1.89104 -3.04319 2.42360
45 H 1.79205 -3.75036 4.04727
46 H -0.32470 -3.99883 2.87209
47 H -0.54965 -2.82317 4.18900
48 H -1.52919 -3.59415 0.59040
49 H -2.82505 -3.82381 1.70767
50 H -4.27525 -3.10884 0.23017
51 H -3.70423 -1.51914 0.55254
52 H -3.94787 -2.43724 -1.88877
53 H -2.49527 -3.32687 -1.63720
54 H -3.90295 0.05951 -1.54030
55 H -2.87670 0.13247 -0.15113
56 H -2.76831 1.68380 -2.75058
57 H -1.22317 1.26049 -1.95345
58 H -3.26206 3.14999 -1.02237
59 H -2.55847 2.12152 0.21019
60 H -0.26550 2.91547 -1.08734
61 H -1.34837 4.15967 -1.61597
62 H -0.68179 5.24175 0.27467
63 H 0.06533 3.80941 0.95403
64 H -2.32756 3.90637 3.36584
65 H -0.69029 3.39184 2.92463
66 H -2.12993 2.42156 2.47154
67 H -0.57758 -2.26775 -0.76462
68 H 0.43118 -0.12552 -2.62906
69 H 0.30374 -1.94674 -3.14363
70 H 1.82277 -1.42488 -0.61314
71 H 1.90718 -2.63583 -1.83925
72 Fe 0.07154 -0.95720 -4.38114

Results
- multiplicity = 5
- charge = +2
- E_LUMO (spin up / spin down) (eV) = -6.6 / -10.7
- E_HOMO (spin up / spin down) (eV) = -15.36 / -15.32

Here are the Löwdin charges for atoms 1 to 6, given in e: atom 1 (C): -0.05, atom 2 (C): -0.21, atom 3 (O): -0.07, atom 4 (C): -0.49, atom 5 (O): 0.13, atom 6 (C): -0.07



2.
A cluster of 5 separate species, CH13N2O4 in total, computed with ωB97M-V with the def2-TZVPD basis set.

Atoms and positions in Å:
1 N 1.68648 -1.25226 -1.76762
2 C 0.41627 -1.16158 -2.10559
3 N -0.40273 -0.46518 -1.35686
4 H 1.99425 -0.99387 -0.84293
5 H 2.29524 -1.79541 -2.36091
6 H 0.19050 -1.64353 -3.04698
7 H -1.37927 -0.44162 -1.54246
8 H -0.01485 0.05580 -0.57696
9 H -0.04636 3.48470 -2.28161
10 H 0.64756 2.16898 -1.81055
11 O -0.20243 2.59450 -1.94299
12 H 0.78249 -1.33091 3.15935
13 H -0.24732 -0.48085 3.73413
14 O 0.10177 -0.70538 2.86566
15 H 1.60289 1.40113 1.26758
16 H 0.16669 1.49773 1.16223
17 O 0.91047 1.20346 0.61591
18 H -1.75733 -1.31858 2.24977
19 H -2.22402 0.07868 2.42092
20 O -2.50931 -0.80860 2.66026

Results
- multiplicity = 2
- charge = +2
- E_LUMO (spin up / spin down) (eV) = -7.4 / -14.8
- E_HOMO (spin up / spin down) (eV) = -18.37 / -17.27
- ΔE to the lowest compared entry with this formula, charge and spin (eV) = 0.3184

Here are the Löwdin charges for atoms 1 to 6, given in e: atom 1 (N): 0.20, atom 2 (C): -0.13, atom 3 (N): 0.20, atom 4 (H): 0.13, atom 5 (H): 0.15, atom 6 (H): 0.17



3.
A structure of composition C18H32FN2O8Sr, computed with ωB97M-V with the def2-TZVPD basis set.

Atoms and positions in Å:
1 Sr -0.68913 0.40114 -0.93968
2 C 1.20486 -2.81104 -2.51209
3 C -0.17157 -2.63867 -2.57618
4 C -1.04427 -3.90064 -2.64387
5 O -2.14651 -3.80018 -3.19577
6 C -0.47863 -5.10711 -2.14218
7 C 0.87967 -5.21672 -1.76122
8 C 1.79354 -3.99401 -1.99006
9 O 2.99858 -4.08176 -1.75045
10 O 1.38191 -6.22559 -1.25895
11 O -0.70449 -1.49128 -2.54147
12 H 1.85667 -1.97491 -2.76086
13 H -1.17944 -5.88387 -1.86030
14 F -2.84020 -0.76311 -0.58299
15 C -1.08898 4.30647 -1.14318
16 O -1.41948 3.08225 -0.52639
17 C -2.46619 3.19323 0.41866
18 C -2.68219 1.86075 1.12192
19 N -1.43572 1.17335 1.47133
20 C -1.67774 0.12132 2.48022
21 C -1.62917 0.62559 3.90788
22 O -0.30481 0.57443 4.39150
23 C -0.22852 0.81361 5.77628
24 H -0.81954 5.04396 -0.37823
25 H -1.90314 4.64075 -1.78961
26 H -0.18504 4.16430 -1.73645
27 H -3.36820 3.55459 -0.09080
28 H -2.22905 3.97890 1.15482
29 H -3.36380 1.22774 0.55056
30 H -3.13233 2.18360 2.07652
31 H -0.78253 1.79316 1.94551
32 H -0.87444 -0.61241 2.38528
33 H -2.62274 -0.38406 2.29390
34 H -2.30874 0.03925 4.54752
35 H -2.02939 1.65162 4.02305
36 H 0.79718 1.06441 6.03130
37 H -0.50897 -0.08961 6.33954
38 H -0.94155 1.58542 6.08989
39 C 0.88489 1.51107 -4.00726
40 O 0.98296 1.36745 -2.59938
41 C 2.10508 2.05386 -2.09655
42 C 2.24632 1.99110 -0.56888
43 N 1.75398 0.78140 0.11229
44 C 2.44960 -0.44901 -0.31110
45 C 1.82199 -1.60396 0.41765
46 O 0.44065 -1.71328 0.13731
47 C -0.17960 -2.86041 0.72922
48 H 0.73599 2.55618 -4.29407
49 H 0.02947 0.91571 -4.32481
50 H 1.75788 1.09597 -4.51751
51 H 2.18845 3.09455 -2.43131
52 H 2.99908 1.55850 -2.50636
53 H 1.76164 2.87677 -0.13925
54 H 3.30694 2.15138 -0.32086
55 H 1.99197 0.95335 1.08431
56 H 3.52705 -0.46149 -0.08884
57 H 2.39959 -0.50553 -1.39842
58 H 1.91350 -1.46347 1.51184
59 H 2.31340 -2.55887 0.19865
60 H 0.45926 -3.27806 1.50815
61 H -0.40689 -3.59253 -0.04760
62 H -1.13911 -2.52554 1.12785

Results
- multiplicity = 1
- charge = -1
- E_LUMO (eV) = 1.4
- E_HOMO (eV) = -2.42
- ΔE to the lowest compared entry with this formula, charge and spin (eV) = 0.4015

Here are the Löwdin charges for atoms 1 to 6, given in e: atom 1 (Sr): 1.53, atom 2 (C): -0.03, atom 3 (C): -0.38, atom 4 (C): -0.41, atom 5 (O): -0.01, atom 6 (C): -0.03



4.
An isolated molecule of C4HNO, computed with ωB97M-V with the def2-TZVPD basis set.

Atoms and positions in Å:
1 O -2.20438 -0.64251 0.97935
2 C -1.65517 -0.02777 0.09886
3 C -0.21200 -0.00074 0.00172
4 C 0.97828 -0.11017 0.10980
5 C 2.99430 0.40779 -0.66659
6 N 2.31657 -0.16320 0.13925
7 H -2.21759 0.53660 -0.66240

Results
- multiplicity = 1
- E_LUMO (eV) = -0.6
- E_HOMO (eV) = -10.76
- ΔE to the lowest compared entry with this formula, charge and spin (eV) = 1.6477

Here are the Löwdin charges for atoms 1 to 6, given in e: atom 1 (O): 0.07, atom 2 (C): -0.28, atom 3 (C): 0.05, atom 4 (C): -0.13, atom 5 (C): 0.16, atom 6 (N): 0.00



5.
A cluster of 2 separate species, C30H33N2 in total, computed with ωB97M-V with the def2-TZVPD basis set.

Atoms and positions in Å:
1 C 3.40406 -2.82106 0.18041
2 C 3.01280 -1.87699 -0.77885
3 C 1.66875 -1.58462 -0.95445
4 C 0.68215 -2.13250 -0.09864
5 N -0.60583 -1.59461 -0.15787
6 C -1.68433 -2.22338 0.15361
7 C -2.96208 -1.43729 0.44479
8 C -4.23296 -2.01277 -0.20317
9 C -4.38313 -3.53890 -0.12262
10 C -3.09771 -4.32281 -0.40580
11 C -1.83911 -3.74151 0.25553
12 C 1.09660 -3.09587 0.85638
13 C 2.43849 -3.45787 0.96650
14 H 4.46222 -3.05531 0.30584
15 H 3.75709 -1.37969 -1.39990
16 H 1.31770 -0.88724 -1.71816
17 H -3.08827 -1.42952 1.54168
18 H -2.79594 -0.40055 0.12479
19 H -5.11276 -1.55170 0.26297
20 H -4.25781 -1.71393 -1.25907
21 H -4.77714 -3.82142 0.86314
22 H -5.14359 -3.85435 -0.84848
23 H -3.22533 -5.36272 -0.07385
24 H -2.93303 -4.36784 -1.49186
25 H -0.96628 -4.23607 -0.18407
26 H -1.84449 -3.99344 1.33029
27 H 0.34550 -3.54131 1.51305
28 H 2.72498 -4.23469 1.67787
29 C -1.82447 4.56769 -0.36608
30 C -1.21117 3.51415 0.45839
31 N -1.21848 3.54563 1.81716
32 C -1.90330 4.54103 2.62119
33 C -0.48977 2.47206 2.33939
34 C 0.02907 1.75128 1.24535
35 C 0.81058 0.63114 1.47117
36 C 0.95921 0.15821 2.77696
37 C 0.39104 0.86000 3.85645
38 C -0.31409 2.05452 3.65063
39 C -0.47072 2.37141 0.03300
40 C -0.25621 1.84773 -1.25382
41 C 1.04191 1.67294 -1.79960
42 C 2.23082 1.99491 -1.07618
43 C 3.47621 1.66336 -1.57960
44 C 3.60080 1.06129 -2.83921
45 C 4.94367 0.61127 -3.31608
46 C 2.45257 0.86055 -3.62181
47 C 1.19843 1.15234 -3.12123
48 H -1.38683 4.49542 -1.36761
49 H -2.90965 4.42053 -0.46562
50 H -1.64033 5.57774 0.02895
51 H -1.72676 4.30882 3.67311
52 H -1.52467 5.54716 2.40131
53 H -2.98308 4.52746 2.42447
54 H 1.27573 0.15671 0.60911
55 H 1.52343 -0.75794 2.95606
56 H 0.51427 0.46399 4.86279
57 H -0.72755 2.64372 4.46609
58 H -1.11178 1.73458 -1.92260
59 H 2.15607 2.48797 -0.10581
60 H 4.37403 1.85507 -0.98537
61 H 4.87809 0.23631 -4.34107
62 H 5.67448 1.42835 -3.28760
63 H 5.34081 -0.19775 -2.68631
64 H 2.56909 0.45076 -4.62748
65 H 0.29796 0.95956 -3.70856

Results
- multiplicity = 1
- charge = +1
- E_LUMO (eV) = -4.9
- E_HOMO (eV) = -10.47
- ΔE to the lowest compared entry with this formula, charge and spin (eV) = 0.2400

Here are the Löwdin charges for atoms 1 to 6, given in e: atom 1 (C): -0.08, atom 2 (C): -0.08, atom 3 (C): -0.05, atom 4 (C): -0.29, atom 5 (N): 0.14, atom 6 (C): -0.24



6.
A structure of composition C20H29B2Cl2F4N10O5SSeZr, computed with ωB97M-V with the def2-TZVPD basis set.

Atoms and positions in Å:
1 Zr -0.13185 -0.42729 -0.14093
2 C 3.25685 2.62430 -0.48640
3 C 2.57527 1.33265 -0.19943
4 N 1.41967 1.25412 0.34218
5 O 0.87069 2.48277 0.58935
6 B 0.04704 2.72601 1.80307
7 F 0.78879 2.52626 2.96681
8 F -0.42744 3.99622 1.66555
9 O -1.14221 1.76546 1.93837
10 N -1.52042 1.18477 0.78294
11 C -2.76046 1.24892 0.45559
12 C -3.80845 1.95526 1.23292
13 C -2.98745 0.68218 -0.89973
14 N -2.07277 -0.12576 -1.27280
15 O -1.86083 -0.26117 -2.62843
16 B -0.66688 0.59787 -2.99415
17 F -0.39523 1.37093 -1.77723
18 F -0.96317 1.34445 -4.07556
19 O 0.59913 -0.14368 -3.22493
20 N 1.27275 -0.26851 -2.03527
21 C 2.52376 -0.03529 -2.07346
22 C 3.27079 0.32799 -3.30921
23 C -4.03760 1.24853 -1.78218
24 H 3.17338 3.30575 0.35524
25 H 2.73406 3.08968 -1.32893
26 H 4.30003 2.46376 -0.75003
27 H -3.35263 2.55893 2.01139
28 H -4.47401 1.21845 1.68896
29 H -4.40831 2.58675 0.57854
30 H 2.99230 -0.32471 -4.13158
31 H 4.34443 0.29163 -3.14547
32 H 2.98596 1.34775 -3.58397
33 H -5.01692 1.09702 -1.32544
34 H -4.00301 0.78858 -2.76374
35 H -3.88454 2.32556 -1.88403
36 N 0.48340 -0.17876 2.55854
37 N 0.99598 -1.31822 3.17611
38 C 1.60515 -2.25103 2.45381
39 N 2.13860 -3.29242 3.10245
40 S 1.74927 -2.14624 0.77411
41 H 1.05020 0.63390 2.79526
42 H -0.45595 -0.00566 2.89850
43 H 0.91384 -1.41214 4.17834
44 H 2.21647 -3.31804 4.10554
45 H 2.61613 -3.99664 2.56778
46 Cl 4.43600 1.09390 1.89238
47 C 5.09085 0.02861 0.68023
48 C 6.36685 -0.44740 0.93666
49 C 6.92084 -1.43350 0.14622
50 C 6.14674 -2.00297 -0.84665
51 C 4.87219 -1.52747 -1.09777
52 Cl 3.91316 -2.48331 -2.19182
53 C 4.34007 -0.41136 -0.42278
54 N 3.08438 0.12662 -0.77268
55 H 6.90415 -0.04314 1.78281
56 H 7.92045 -1.79505 0.33986
57 H 6.50632 -2.84424 -1.42192
58 C -2.36551 -4.75855 -2.80909
59 N -1.50043 -3.59506 -2.61288
60 C -1.12218 -2.87114 -3.82556
61 C -1.05391 -3.26580 -1.41810
62 C -1.32283 -4.18643 -0.26976
63 O -0.34437 -2.22283 -1.26595
64 H -2.86105 -4.64710 -3.76921
65 H -3.12609 -4.81288 -2.03433
66 H -1.78775 -5.68392 -2.82022
67 H -0.78217 -3.60340 -4.55813
68 H -0.32757 -2.16944 -3.60681
69 H -1.98070 -2.33113 -4.22052
70 H -1.21729 -5.22566 -0.57363
71 H -2.34112 -4.04286 0.10117
72 H -0.62943 -3.95320 0.53178
73 Se -4.20812 -2.29266 1.85149
74 C -2.53976 -1.84597 1.55457
75 N -1.43509 -1.53102 1.29698

Results
- multiplicity = 1
- charge = +1
- E_LUMO (eV) = -3.3
- E_HOMO (eV) = -10.83
- ΔE to the lowest compared entry with this formula, charge and spin (eV) = 0.5374

Here are the Löwdin charges for atoms 1 to 6, given in e: atom 1 (Zr): 1.77, atom 2 (C): 0.01, atom 3 (C): -0.37, atom 4 (N): -0.03, atom 5 (O): 0.04, atom 6 (B): -1.08